Density functional theory data (ωB97M-V with the def2-TZVPD basis set) for a molecular structure, C35H33CoNO3P.

Its charge is +2. Its expectation value of S² is 6.0963. The lowest unoccupied orbital energy (spin up / spin down) comes out at -7.33 / -7.46 eV. As for the multiplicity: 5. The calculation puts the HOMO-LUMO gap (spin up / spin down) at 6.04 / 6.63 eV. The calculation puts the energy relative to the best compared isomer or geometry (same formula, charge and spin) at 108.1 kcal per mole.

```
74
Properties=species:S:1:pos:R:3:mulliken_charge:R:1
Co -0.52874 -0.49852 -0.54489 0.106
O -1.27055 -2.64045 -0.82582 -0.378
C -0.51449 -3.72440 -1.38533 -0.732
C 0.23782 -3.22193 -2.59444 -0.009
C -0.69065 -2.62489 -3.66731 -1.164
C -0.78721 -1.11848 -3.67020 0.812
C -0.28094 -0.41851 -4.82462 -1.001
C 0.38112 0.81347 -4.77321 -0.482
C 0.41664 1.71996 -3.74643 -0.486
C -0.58346 1.73057 -2.62617 0.504
N -1.21680 -0.51003 -2.60841 -0.196
H -1.90217 -2.97584 -0.18039 0.176
H -1.19978 -4.52539 -1.66858 0.510
H 0.18077 -4.11522 -0.63524 0.282
H 0.76974 -4.07479 -3.01889 0.531
H 1.00998 -2.50650 -2.29451 -0.156
H -1.70213 -3.01912 -3.54137 0.385
H -0.35408 -2.93154 -4.65494 0.454
H -0.17271 -1.00144 -5.72873 0.423
H 0.98893 1.04597 -5.64045 0.441
H 1.10443 2.55181 -3.82070 0.442
H -1.08821 2.70522 -2.62462 0.650
O -1.62362 0.80781 -2.88950 -0.466
C -0.02164 1.42924 -1.26388 -0.137
C 0.42551 2.51038 -0.46580 1.885
C 1.05615 3.67629 -0.96425 -0.932
C 1.53147 4.62066 -0.08578 -0.980
C 1.32742 4.47612 1.29244 -0.688
C 0.63768 3.38841 1.80223 -0.669
C 0.18304 2.41087 0.92757 0.078
P -0.90936 1.05492 1.32353 1.690
C -0.63044 0.59968 3.03638 0.531
C 0.67612 0.30227 3.43139 -0.565
C 0.94184 -0.03899 4.74511 -0.764
C -0.09622 -0.09982 5.66895 -0.626
C -1.39476 0.19221 5.28017 -0.724
C -1.66593 0.54727 3.96587 -0.506
C -2.61264 1.60161 1.09161 0.307
C -2.94393 2.93326 0.85862 -0.334
C -4.26356 3.27989 0.60335 -0.750
C -5.24944 2.30486 0.58922 -0.597
C -4.92287 0.97566 0.82842 -0.801
C -3.60680 0.62197 1.07071 -0.490
H 1.21910 3.80284 -2.02506 0.406
H 2.05364 5.49203 -0.45630 0.455
H 1.68219 5.24757 1.96303 0.489
H 0.43124 3.31098 2.86193 0.571
H 1.49278 0.35400 2.71766 0.497
H 1.95611 -0.25275 5.05505 0.475
H 0.11168 -0.36733 6.69606 0.438
H -2.19926 0.15566 6.00167 0.458
H -2.67980 0.79051 3.67491 0.406
H -2.18413 3.70468 0.88493 0.439
H -4.52157 4.31494 0.42549 0.454
H -6.27674 2.58122 0.39473 0.437
H -5.69439 0.21788 0.82312 0.449
H -3.35888 -0.41741 1.26446 0.510
C 1.47738 -3.17024 2.35506 -1.852
C 1.34785 -2.23887 1.19671 1.062
O 0.26863 -1.66776 1.01124 -0.275
C 2.48229 -2.03036 0.27474 0.214
C 2.53380 -0.87944 -0.51274 0.195
C 3.56114 -0.69594 -1.42064 -0.730
C 4.54752 -1.66728 -1.55138 -0.613
C 4.51815 -2.80518 -0.75742 -0.857
C 3.49668 -2.98145 0.16368 -0.645
H 0.60511 -3.07519 2.99563 0.366
H 2.38661 -2.96365 2.91982 0.424
H 1.55248 -4.19946 1.99647 0.474
H 1.81892 -0.07100 -0.37421 0.327
H 3.60755 0.20730 -2.01460 0.489
H 5.35122 -1.52689 -2.26163 0.453
H 5.29365 -3.55242 -0.85134 0.450
H 3.48351 -3.87150 0.77784 0.462
```

Density functional theory data (ωB97M-V with the def2-TZVPD basis set) for a molecular structure, C35H33GeIrN3OS2.

Its charge is +2. Its expectation value of S² is 0.7624. The lowest unoccupied orbital energy (spin up / spin down) comes out at -6.09 / -6.97 eV. As for the multiplicity: 2. The calculation puts the HOMO-LUMO gap (spin up / spin down) at 6.80 / 5.95 eV. The calculation puts the energy relative to the best compared isomer or geometry (same formula, charge and spin) at 1.3 kcal per mole.

```
76
Properties=species:S:1:pos:R:3:mulliken_charge:R:1
Ir 0.06726 -0.69848 -0.68754 1.255
N -1.15648 -2.46461 3.00417 -0.140
C -0.35430 -2.03468 4.10061 0.071
C -0.76477 -2.30878 5.39107 -0.628
C 0.00226 -1.87767 6.46599 -0.663
C 1.16242 -1.15476 6.24311 -0.711
C 1.56094 -0.86545 4.94365 -0.705
C 0.81022 -1.32033 3.87412 0.840
S 1.40361 -1.02246 2.23241 -0.242
N -0.01197 -1.33109 1.31906 -0.411
C -1.02369 -2.00692 1.74880 0.635
C -2.09660 -2.29276 0.75226 1.106
C -3.26592 -2.96745 1.04264 -0.920
C -4.19490 -3.16418 0.02732 -0.828
C -3.92696 -2.67408 -1.23538 -0.871
C -2.72667 -2.01302 -1.44823 -0.342
N -1.83204 -1.83305 -0.48121 0.081
H -1.99010 -2.97329 3.24113 0.027
H -1.68030 -2.86324 5.56165 0.388
H -0.31566 -2.10493 7.47364 0.413
H 1.76106 -0.81134 7.07487 0.413
H 2.46620 -0.29743 4.76766 0.425
H -3.47889 -3.34177 2.03336 0.548
H -5.11714 -3.69111 0.23115 0.472
H -4.62616 -2.79937 -2.04957 0.510
H -2.46330 -1.62354 -2.42232 0.521
O -1.11388 0.88598 -0.02000 -0.792
S -0.82146 2.35494 -0.44580 0.378
C -1.90372 2.68221 -1.85982 -0.366
C -2.68450 3.94074 -1.49377 -0.776
C -3.09055 3.76064 -0.03324 -0.629
C -1.82508 3.33222 0.70752 -0.611
H -2.55316 1.80535 -1.91695 0.250
H -1.29941 2.75476 -2.76220 0.340
H -3.54064 4.06258 -2.15571 0.381
H -2.05617 4.82622 -1.61111 0.345
H -3.85894 2.99150 0.05647 0.281
H -3.48926 4.67865 0.39482 0.389
H -1.98517 2.68804 1.57137 0.321
H -1.20822 4.17824 1.00974 0.445
C 1.53139 0.37484 -1.10955 -0.379
Ge 2.20364 -0.44918 -2.77255 1.410
C 1.10478 -2.02911 -2.28675 -0.066
C 1.39612 -2.61754 -1.03027 -0.739
C 0.77855 -3.84330 -0.65605 -0.900
C -0.08488 -4.46264 -1.51382 -0.552
C -0.36598 -3.89657 -2.77987 -0.792
C 0.20130 -2.70888 -3.15323 -0.278
C 1.42788 0.50653 -4.26360 0.294
C 2.24744 1.11714 -5.21088 -0.698
C 1.69071 1.82936 -6.26530 -0.694
C 0.31279 1.93651 -6.38313 -0.550
C -0.51486 1.33354 -5.44332 -0.912
C 0.04340 0.62617 -4.38914 -0.049
C 4.09177 -0.80091 -2.87173 0.234
C 4.63949 -1.35070 -4.03105 -0.285
C 5.99663 -1.62765 -4.09573 -0.750
C 6.81312 -1.35774 -3.00533 -0.484
C 6.27589 -0.81045 -1.84860 -0.703
C 4.91824 -0.53390 -1.78123 -0.223
H 1.80238 1.32955 -0.65689 0.838
H 2.26342 -2.29932 -0.46297 0.666
H 1.04873 -4.30602 0.28528 0.535
H -0.52597 -5.41408 -1.24521 0.492
H -1.01603 -4.42441 -3.46625 0.502
H 0.00102 -2.29887 -4.13650 0.552
H 3.32581 1.03775 -5.13421 0.427
H 2.33466 2.29731 -6.99778 0.436
H -0.11816 2.48557 -7.20966 0.415
H -1.59065 1.40882 -5.54270 0.471
H -0.61233 0.15755 -3.65781 0.580
H 4.01454 -1.56060 -4.89268 0.442
H 6.41839 -2.05083 -4.99750 0.426
H 7.87216 -1.57140 -3.05942 0.410
H 6.91534 -0.59628 -1.00274 0.416
H 4.51145 -0.09702 -0.87507 0.308
```

Density functional theory data (ωB97M-V with the def2-TZVPD basis set) for a molecular structure, C35H34Br3N5O13.

Its charge is -1. Its expectation value of S² is 0.7666. The lowest unoccupied orbital energy (spin up / spin down) comes out at 0.68 / 0.68 eV. As for the multiplicity: 2. The calculation puts the HOMO-LUMO gap (spin up / spin down) at 2.75 / 6.55 eV. The calculation puts the energy relative to the best compared isomer or geometry (same formula, charge and spin) at 0.0 kcal per mole.

```
90
Properties=species:S:1:pos:R:3:mulliken_charge:R:1
C 1.71757 -0.05012 -5.20445 -0.673
C 1.38020 -0.71154 -6.40895 -0.409
C 2.10366 -1.76957 -6.83517 -0.473
C 3.08160 -2.33990 -5.97794 0.112
C 3.26661 -1.85428 -4.69554 -0.325
C 2.66973 -0.67476 -4.32806 -0.112
N 3.81651 -3.52713 -6.37403 0.883
O 4.23983 -4.31462 -5.52594 -0.558
O 4.03446 -3.84648 -7.54036 -0.584
H 1.17157 0.86693 -5.03919 0.426
H 0.58144 -0.26653 -6.98373 0.399
H 1.84337 -2.27381 -7.75409 0.404
H 3.91555 -2.42571 -4.04844 0.505
H 2.84388 -0.39082 -3.30070 0.402
C 3.73371 4.85964 -0.85178 -0.418
C 2.97524 5.84141 -0.36669 -0.519
C 1.60379 5.79124 -0.21633 -0.524
C 0.92641 4.56795 -0.58277 0.064
C 1.72776 3.59020 -1.14879 0.370
C 3.12424 3.69878 -1.38955 -0.796
N -0.47858 4.32501 -0.39089 1.123
O -0.92870 3.35512 -0.99960 -0.567
O -1.14457 5.12303 0.24961 -0.623
H 4.80404 4.74067 -0.77029 0.389
H 3.51518 6.65934 0.08702 0.317
H 1.11735 6.54961 0.37920 0.418
H 1.33845 2.62330 -1.43153 0.219
H 3.78536 2.91810 -1.73576 0.508
C 3.79921 3.22849 2.07257 -0.410
C 4.01624 1.84230 2.30475 -0.870
C 3.16358 1.16549 3.12640 -0.329
C 2.09215 1.85580 3.72745 -0.651
C 1.78571 3.18446 3.38523 0.100
C 2.71335 3.91159 2.62231 -0.773
N 1.34037 1.21946 4.77144 0.989
O 1.52103 0.05064 5.09229 -0.801
O 0.34255 1.82314 5.19257 -0.755
H 4.64353 3.80479 1.72415 0.415
H 4.82932 1.21702 1.96662 0.671
H 3.31544 0.13418 3.40881 0.609
H 0.94197 3.72110 3.79330 0.457
H 2.45955 4.94817 2.45654 0.476
C -2.24604 -3.41770 -0.62050 -0.335
C -2.66093 -2.35074 -1.39663 0.053
C -3.84470 -2.39515 -2.03672 -0.253
C -4.71521 -3.46562 -1.88291 -0.232
C -4.43747 -4.44625 -0.91571 -0.527
C -3.15568 -4.41246 -0.31442 -0.608
N -5.96900 -3.37176 -2.66357 0.966
O -6.00852 -2.62040 -3.62187 -0.583
O -6.85908 -4.14194 -2.41294 -0.615
H -1.31524 -3.53620 -0.08574 0.351
H -1.92416 -1.60660 -1.66087 0.275
H -3.90371 -1.60187 -2.76721 0.500
H -5.12937 -5.27000 -0.82025 0.456
H -2.99219 -5.16591 0.44188 0.526
C -1.67084 1.97985 2.06817 -0.201
C -2.33304 2.88620 2.88751 -0.667
C -3.61296 3.18868 2.53279 -0.234
C -4.24451 2.55755 1.43845 -0.181
C -3.53239 1.64467 0.72031 -0.201
C -2.25168 1.32271 1.09843 -0.391
N -5.65676 2.89736 1.14116 0.958
O -6.11525 3.92321 1.59108 -0.599
O -6.28372 2.04879 0.54259 -0.580
H -0.70559 1.63555 2.40897 0.410
H -2.07759 3.21357 3.88449 0.493
H -4.04083 3.83821 3.28209 0.386
H -3.84734 1.19912 -0.21173 0.453
H -1.72215 0.53353 0.58543 0.317
C -3.17007 -3.01530 3.27079 -1.067
C -1.77412 -3.49060 3.57738 -0.350
O -0.85334 -3.47714 2.55538 -0.055
C 0.42303 -3.72930 2.95314 0.548
O 0.89602 -3.95305 4.08826 -0.606
O 1.20176 -3.72607 1.83380 -0.162
C 2.62259 -3.95912 1.84485 -0.785
H -3.55106 -3.35155 2.30648 0.165
H -3.34357 -1.93924 3.26087 0.281
H -3.79588 -3.69442 3.84981 0.386
H -1.91461 -4.53626 3.85118 0.288
H -1.40939 -3.03183 4.49641 0.444
H 3.21508 -3.10280 2.16698 0.240
H 2.80989 -4.18833 0.79582 0.288
H 2.99413 -4.82059 2.39976 0.369
C 1.79162 -0.85579 -0.44654 -0.627
Br 2.01232 -2.68376 -1.27268 -0.079
Br 0.28475 0.03353 -1.28779 0.105
Br 3.52230 0.27404 -0.52689 -0.061
H 1.56485 -0.99051 0.61107 0.656
```

Density functional theory data (ωB97M-V with the def2-TZVPD basis set) for a molecular structure, C35H34BrCl3MnN3O2P.

Its charge is +1. Its expectation value of S² is 6.0951. The lowest unoccupied orbital energy (spin up / spin down) comes out at -4.72 / -3.77 eV. As for the multiplicity: 5. The calculation puts the HOMO-LUMO gap (spin up / spin down) at 5.92 / 6.90 eV. The calculation puts the energy relative to the best compared isomer or geometry (same formula, charge and spin) at 16.2 kcal per mole.

```
80
Properties=species:S:1:pos:R:3:mulliken_charge:R:1
Mn 0.52898 0.27504 -0.01485 0.046
Cl 5.55437 0.93246 5.20948 -0.198
C 4.54451 1.05882 3.79977 0.277
C 3.32954 0.36108 3.89432 -0.769
C 2.48028 0.40214 2.79798 0.927
Cl 1.00547 -0.59184 2.74222 -0.183
C 2.76284 1.17563 1.68046 -0.950
O 2.07565 1.15089 0.53855 0.026
C 3.90407 1.96926 1.69867 0.705
Cl 4.28980 3.15938 0.43801 -0.200
C 4.83857 1.87675 2.75380 -0.643
H 3.01392 -0.16119 4.81023 0.409
H 5.76774 2.45934 2.78399 0.426
Br -2.57070 0.98124 7.66278 -0.147
C -3.41479 1.24614 6.01016 0.107
C -3.63026 0.18885 5.16581 -0.516
C -4.37238 0.35367 4.01537 -0.125
C -4.90253 1.63452 3.67269 0.259
C -4.73929 2.71940 4.59371 -0.522
C -3.97800 2.54588 5.70733 -0.505
N -5.91652 1.85820 2.64003 -0.265
N -5.77267 1.48615 1.49062 -0.523
C -4.52754 0.87419 1.08510 0.115
C -4.55985 -0.32638 0.42943 -0.726
C -3.33592 -0.97873 0.04790 -0.439
C -2.18342 -0.29093 0.18792 0.660
O -0.96558 -0.88343 -0.08978 -0.117
C -2.11969 1.04000 0.59845 0.552
N -0.90679 1.58221 0.67525 -0.219
C -0.76521 2.86253 1.02219 -0.495
C -1.83623 3.55423 1.56931 -1.410
C -3.06735 2.93564 1.60247 -0.377
C -3.30571 1.64102 1.10625 0.458
H -3.26274 -0.84512 5.38182 0.380
H -4.64918 -0.48618 3.40229 0.481
H -5.14148 3.65195 4.28732 0.483
H -3.96370 3.32046 6.47208 0.423
H -5.53243 -0.80590 0.19157 0.410
H -3.23898 -1.98644 -0.37131 0.493
H 0.24255 3.20995 1.04266 0.628
H -1.72471 4.55522 1.78300 0.572
H -3.87858 3.48959 2.05154 0.588
C 4.18654 -0.20992 -2.25980 -1.371
C 2.79807 -0.23962 -2.98701 2.147
C 2.88111 -0.68162 -4.52778 -1.624
C 2.27225 1.21395 -2.97027 -1.694
P 1.51309 -1.01828 -1.98661 0.466
C 0.13658 -1.01438 -3.14801 0.948
C -0.03519 -2.03847 -4.10781 -0.649
C -1.11481 -1.98267 -4.96556 -0.743
C -2.08565 -0.97868 -4.89397 -0.916
C -1.95195 -0.03518 -3.89656 -0.773
C -0.79321 -0.03926 -3.10212 -0.169
C 1.78211 -2.84291 -1.53654 1.877
C 2.58648 -2.69202 -0.22930 -1.587
C 0.42727 -3.43939 -1.16087 -1.655
C 2.48434 -3.62828 -2.60552 -1.385
H 5.02378 0.35552 -2.57229 0.439
H 4.59159 -1.19192 -2.11055 0.376
H 4.00885 0.19142 -1.24671 0.119
H 3.70645 -0.16667 -4.92294 0.651
H 1.91907 -0.39690 -4.93020 0.396
H 3.06205 -1.74489 -4.68551 0.211
H 2.83804 1.78294 -3.72173 0.562
H 2.45371 1.77391 -2.02862 0.066
H 1.26878 1.23649 -3.30574 0.587
H 0.78305 -2.71480 -4.30168 0.175
H -1.18765 -2.69299 -5.81201 0.414
H -2.95510 -0.94750 -5.56025 0.408
H -2.72213 0.73910 -3.76169 0.473
H -0.78459 0.71257 -2.28866 0.011
H 2.05764 -2.44783 0.69001 0.238
H 3.41291 -1.95365 -0.28118 0.234
H 3.03179 -3.64515 0.04630 0.524
H -0.06901 -3.02003 -0.26909 0.119
H 0.66864 -4.51468 -0.91622 0.497
H -0.32065 -3.48338 -1.87274 0.405
H 3.47216 -3.14018 -2.75439 0.306
H 1.87840 -3.72759 -3.48626 0.242
H 2.69915 -4.57277 -2.09677 0.577
```